Computed, not measured: a structure of composition Cl4H2Si2, with ωB97M-V/def2-TZVPD.

```
8
Cl4H2Si2 (ωB97M-V/def2-TZVPD)
Si 0.89448 0.11158 -0.58380
Si -0.96965 0.23494 0.73121
Cl 0.39590 -2.14264 -2.01052
Cl 2.35392 -0.35366 0.69759
Cl -0.52045 1.82037 2.00272
Cl -2.67021 0.73933 -0.26729
H 1.54533 0.55109 -1.98052
H -1.02932 -0.96102 1.41061
```

For the HOMO energy, the calculation gives -10.0 eV. As for the orbital gap: 8.789 eV. Its LUMO energy is -1.252 eV. The relative energy (zero: lowest compared OMol25 entry of this formula, charge and spin) is 162.6 kJ/mol. The spin multiplicity is 1.

Results of the Mulliken charge analysis, in e, for atoms 1 through 6: number 1, Si, carries 0.502; number 2, Si, carries 0.600; number 3, Cl, carries -0.482; number 4, Cl, carries -0.136; number 5, Cl, carries -0.216; number 6, Cl, carries -0.176